No. 1
Molecular formula: C24H26CuN6OS
Method: DFT, ωB97M-V with the def2-TZVPD basis set

## Properties
LUMO level (spin up / spin down) = 0.1795 / 0.1795 Ha
total charge = -2
frontier orbital gap (spin up / spin down) = 6.26 / 6.28 eV
2S+1 = 2
relative energy (zero: lowest compared OMol25 entry of this formula, charge and spin) = 0.000 eV
<S²> = 0.753
calculated total energy = -3372.5981 Ha
HOMO (spin up / spin down) = -0.05060 / -0.05128 Eh

Geometry (Å):
Cu: -0.74 -0.87 -0.69
C: -1.08 2.94 0.21
C: -1.62 2.93 -1.23
C: -1.45 1.57 -1.95
N: -0.25 0.87 -1.56
C: 0.93 1.24 -2.00
C: 1.07 2.26 -2.98
C: 2.16 3.00 -3.40
C: 3.47 2.99 -2.96
C: 4.00 2.07 -2.05
C: 3.43 0.97 -1.48
C: 2.09 0.44 -1.49
N: 1.76 -0.71 -1.02
C: 2.69 -1.77 -0.77
C: 2.24 -2.70 0.37
C: 0.77 -3.15 0.24
N: -0.11 -2.12 0.70
C: -0.36 -1.89 1.95
C: 0.08 -2.76 2.99
C: -0.12 -2.76 4.35
C: -0.77 -1.83 5.17
C: -1.40 -0.68 4.73
C: -1.57 -0.18 3.46
C: -1.19 -0.67 2.17
N: -1.52 -0.05 1.07
C: -2.54 0.97 1.06
C: -2.05 2.41 1.26
H: -0.84 3.97 0.48
H: -0.16 2.36 0.24
H: -1.07 3.69 -1.80
H: -2.68 3.21 -1.24
H: -1.51 1.73 -3.03
H: -2.28 0.91 -1.70
H: 0.15 2.50 -3.49
H: 1.93 3.73 -4.18
H: 4.15 3.73 -3.37
H: 5.05 2.24 -1.79
H: 4.11 0.39 -0.86
H: 3.72 -1.45 -0.54
H: 2.73 -2.38 -1.69
H: 2.36 -2.18 1.33
H: 2.89 -3.58 0.38
H: 0.63 -4.11 0.77
H: 0.54 -3.32 -0.82
H: 0.63 -3.62 2.64
H: 0.31 -3.61 4.88
H: -0.79 -2.04 6.23
H: -1.82 -0.05 5.52
H: -2.09 0.77 3.43
H: -3.30 0.76 1.82
H: -3.05 0.89 0.10
H: -1.56 2.50 2.24
H: -2.94 3.06 1.29
O: -0.78 -1.55 -4.72
C: -0.68 -1.68 -3.53
N: -0.57 -1.86 -2.37
S: -4.42 -3.78 -0.69
C: -3.59 -2.39 -0.80
N: -3.02 -1.37 -0.88

Taken from the natural (NBO) analysis, the atomic charges in e are: number 1, Cu, carries 1.449; number 2, C, carries -0.395; number 3, C, carries -0.414; number 4, C, carries -0.250; number 5, N, carries -0.603; number 6, C, carries 0.252; number 7, C, carries -0.346; number 8, C, carries -0.161; number 9, C, carries -0.392; number 10, C, carries -0.164; number 11, C, carries -0.354; number 12, C, carries 0.223; number 13, N, carries -0.500; number 14, C, carries -0.225; number 15, C, carries -0.394; number 16, C, carries -0.248; number 17, N, carries -0.569; number 18, C, carries 0.232; number 19, C, carries -0.359; number 20, C, carries -0.134; number 21, C, carries -0.383; number 22, C, carries -0.163; number 23, C, carries -0.319; number 24, C, carries 0.229; number 25, N, carries -0.555; number 26, C, carries -0.247; number 27, C, carries -0.396; number 28, H, carries 0.183; number 29, H, carries 0.228; number 30, H, carries 0.200; number 31, H, carries 0.188; number 32, H, carries 0.184; number 33, H, carries 0.228; number 34, H, carries 0.191; number 35, H, carries 0.182; number 36, H, carries 0.180; number 37, H, carries 0.180; number 38, H, carries 0.188; number 39, H, carries 0.151; number 40, H, carries 0.190; number 41, H, carries 0.198; number 42, H, carries 0.184; number 43, H, carries 0.171; number 44, H, carries 0.244; number 45, H, carries 0.196; number 46, H, carries 0.183; number 47, H, carries 0.182; number 48, H, carries 0.183; number 49, H, carries 0.189; number 50, H, carries 0.181; number 51, H, carries 0.224; number 52, H, carries 0.191; number 53, H, carries 0.180; number 54, O, carries -0.699; number 55, C, carries 0.735; number 56, N, carries -0.881; number 57, S, carries -0.429; number 58, C, carries 0.130; number 59, N, carries -0.650

No. 2
Molecular formula: H3N3O2
Method: DFT, ωB97M-V with the def2-TZVPD basis set

## Properties
LUMO level (spin up / spin down) = -0.0467 / -0.1076 Ha
frontier orbital gap (spin up / spin down) = 9.75 / 8.06 eV
2S+1 = 1
relative energy (zero: lowest compared OMol25 entry of this formula, charge and spin) = 3.837 eV
calculated total energy = -316.2658 Ha
HOMO (spin up / spin down) = -0.40498 / -0.40370 Eh

Geometry (Å):
N: 0.22 -1.83 -0.27
N: 0.09 0.51 -0.50
N: -0.12 1.20 0.57
O: -0.80 0.68 1.43
O: 0.22 2.40 0.56
H: -0.25 -1.77 0.59
H: -0.15 -1.98 -1.18
H: 0.78 0.81 -1.20

Taken from the natural (NBO) analysis, the atomic charges in e are: number 1, N, carries -0.583; number 2, N, carries -0.297; number 3, N, carries 0.558; number 4, O, carries -0.387; number 5, O, carries -0.375; number 6, H, carries 0.355; number 7, H, carries 0.342; number 8, H, carries 0.388

No. 3
Molecular formula: C6H7Cl2N2O2Tl
Method: DFT, ωB97M-V with the def2-TZVPD basis set

## Properties
LUMO level (spin up / spin down) = -0.4120 / -0.4150 Ha
total charge = +2
frontier orbital gap (spin up / spin down) = 4.35 / 4.27 eV
2S+1 = 1
calculated total energy = -1584.9699 Ha
HOMO (spin up / spin down) = -0.57198 / -0.57198 Eh

Geometry (Å):
Tl: -0.65 -2.18 1.23
Cl: -3.64 -5.54 5.42
C: -3.00 -5.51 3.81
Cl: -2.65 -3.80 3.30
H: -3.73 -5.89 3.11
H: -2.06 -6.05 3.77
C: 3.04 1.85 -0.70
N: 1.64 2.02 -1.17
C: 1.27 3.00 -1.94
C: -0.04 3.06 -2.48
C: -0.99 1.91 -2.38
O: -1.98 1.81 -3.01
N: -0.56 1.12 -1.28
C: 0.68 0.98 -0.76
O: 1.03 0.11 -0.01
H: 3.67 2.54 -1.24
H: 3.33 0.82 -0.89
H: 3.08 2.03 0.37
H: 2.00 3.76 -2.18
H: -0.43 3.95 -2.95

Taken from the natural (NBO) analysis, the atomic charges in e are: number 1, Tl, carries 0.970; number 2, Cl, carries 0.065; number 3, C, carries -0.365; number 4, Cl, carries -0.145; number 5, H, carries 0.239; number 6, H, carries 0.233; number 7, C, carries -0.422; number 8, N, carries -0.249; number 9, C, carries 0.144; number 10, C, carries -0.044; number 11, C, carries 0.531; number 12, O, carries -0.334; number 13, N, carries -0.198; number 14, C, carries 0.722; number 15, O, carries -0.504; number 16, H, carries 0.252; number 17, H, carries 0.266; number 18, H, carries 0.266; number 19, H, carries 0.281; number 20, H, carries 0.293

No. 4
Molecular formula: C12H7N3NaO2
Method: DFT, ωB97M-V with the def2-TZVPD basis set

## Properties
LUMO level = -0.1392 Ha
total charge = +1
frontier orbital gap = 8.87 eV
2S+1 = 1
calculated total energy = -938.3062 Ha
HOMO = -0.46516 Eh

Geometry (Å):
Na: -3.05 0.00 -1.99
O: 3.77 -0.97 0.23
N: 3.19 -0.03 0.74
O: 3.69 0.87 1.38
C: 1.72 0.00 0.58
C: 0.96 0.02 1.69
C: -0.46 0.01 1.58
C: -1.30 0.02 2.70
C: -2.66 0.01 2.53
C: -3.16 0.01 1.23
N: -2.40 0.00 0.15
C: -1.06 0.00 0.30
C: -0.22 0.00 -0.88
N: -0.82 0.01 -2.09
C: -0.05 0.01 -3.17
C: 1.34 0.00 -3.13
C: 1.96 -0.01 -1.91
C: 1.18 -0.01 -0.74
H: 1.42 0.04 2.67
H: -0.86 0.02 3.69
H: -3.33 0.02 3.37
H: -4.24 0.01 1.07
H: -0.57 0.01 -4.12
H: 1.91 0.00 -4.05
H: 3.04 -0.03 -1.84

Taken from the natural (NBO) analysis, the atomic charges in e are: number 1, Na, carries 0.966; number 2, O, carries -0.351; number 3, N, carries 0.516; number 4, O, carries -0.327; number 5, C, carries 0.069; number 6, C, carries -0.097; number 7, C, carries -0.126; number 8, C, carries -0.091; number 9, C, carries -0.242; number 10, C, carries 0.078; number 11, N, carries -0.549; number 12, C, carries 0.239; number 13, C, carries 0.152; number 14, N, carries -0.531; number 15, C, carries 0.080; number 16, C, carries -0.237; number 17, C, carries -0.095; number 18, C, carries -0.090; number 19, H, carries 0.246; number 20, H, carries 0.238; number 21, H, carries 0.247; number 22, H, carries 0.203; number 23, H, carries 0.203; number 24, H, carries 0.248; number 25, H, carries 0.252

No. 5
Molecular formula: C3H5N3O
Method: DFT, ωB97M-V with the def2-TZVPD basis set

## Properties
LUMO level (spin up / spin down) = 0.0301 / -0.0471 Ha
frontier orbital gap (spin up / spin down) = 6.35 / 8.97 eV
2S+1 = 3
relative energy (zero: lowest compared OMol25 entry of this formula, charge and spin) = 1.849 eV
<S²> = 2.021
calculated total energy = -356.5759 Ha
HOMO (spin up / spin down) = -0.20337 / -0.37680 Eh

Geometry (Å):
C: 0.31 -0.82 0.01
C: 1.65 -0.36 -0.11
C: -2.18 0.40 -0.08
N: 0.17 1.35 -0.30
N: 2.74 -0.92 0.13
N: -0.42 0.29 -0.02
O: 1.51 1.02 -0.33
H: 0.08 -1.79 0.31
H: -2.33 0.31 1.02
H: -2.41 -0.55 -0.52
H: -2.67 1.41 -0.29
H: 3.57 -0.35 0.16

Taken from the natural (NBO) analysis, the atomic charges in e are: number 1, C, carries -0.074; number 2, C, carries 0.411; number 3, C, carries -0.410; number 4, N, carries 0.033; number 5, N, carries -0.605; number 6, N, carries -0.252; number 7, O, carries -0.362; number 8, H, carries 0.225; number 9, H, carries 0.208; number 10, H, carries 0.214; number 11, H, carries 0.249; number 12, H, carries 0.363

No. 6
Molecular formula: C4H3NO2
Method: DFT, ωB97M-V with the def2-TZVPD basis set

## Properties
SMILES = N#Cc1cc1=O.O
LUMO level = -0.0352 Ha
frontier orbital gap = 9.28 eV
2S+1 = 1
relative energy (zero: lowest compared OMol25 entry of this formula, charge and spin) = 3.526 eV
calculated total energy = -359.3408 Ha
HOMO = -0.37636 Eh

Geometry (Å):
C: 0.30 1.16 0.37
C: 0.66 -1.39 -0.15
C: 2.03 -0.92 0.01
C: 0.87 -0.10 0.21
N: -0.01 2.27 0.44
O: 3.19 -1.00 0.04
O: -2.54 0.42 -0.11
H: -0.06 -2.16 -0.21
H: -2.08 1.15 0.45
H: -2.36 0.56 -1.05

Taken from the natural (NBO) analysis, the atomic charges in e are: number 1, C, carries 0.242; number 2, C, carries -0.118; number 3, C, carries 0.557; number 4, C, carries -0.160; number 5, N, carries -0.255; number 6, O, carries -0.515; number 7, O, carries -0.964; number 8, H, carries 0.247; number 9, H, carries 0.491; number 10, H, carries 0.474

No. 7
Molecular formula: C8H17N2O
Method: DFT, ωB97M-V with the def2-TZVPD basis set

## Properties
SMILES = CC1=[NH+][C@H](C(C)C)[C@@H](O)N1C
LUMO level = -0.1056 Ha
total charge = +1
frontier orbital gap = 11.03 eV
2S+1 = 1
relative energy (zero: lowest compared OMol25 entry of this formula, charge and spin) = 0.508 eV
calculated total energy = -499.5137 Ha
HOMO = -0.51103 Eh

Geometry (Å):
C: -1.41 0.27 -0.52
C: 0.36 -0.28 0.76
C: 0.29 -1.26 -0.42
C: -2.73 0.89 -0.82
C: 2.36 1.05 -0.02
C: 1.62 1.29 2.24
C: -1.46 -1.57 -2.19
C: 1.81 0.25 1.07
N: -0.94 -0.79 -1.13
N: -0.71 0.65 0.54
O: 0.03 -2.61 -0.07
H: 0.22 -0.81 1.70
H: 1.08 -1.18 -1.17
H: -3.01 0.50 -1.86
H: -2.55 1.92 -0.82
H: -3.45 0.65 0.02
H: 1.71 1.98 -0.34
H: 2.59 0.37 -0.93
H: 3.24 1.59 0.39
H: 1.28 2.24 2.00
H: 2.57 1.44 2.80
H: 0.94 1.01 3.02
H: -2.51 -1.51 -2.38
H: -0.96 -1.40 -3.19
H: -1.28 -2.57 -1.93
H: 2.40 -0.76 1.21
H: -0.98 1.29 1.24
H: -0.54 -2.66 0.75

Taken from the natural (NBO) analysis, the atomic charges in e are: number 1, C, carries 0.584; number 2, C, carries -0.091; number 3, C, carries 0.251; number 4, C, carries -0.673; number 5, C, carries -0.636; number 6, C, carries -0.644; number 7, C, carries -0.438; number 8, C, carries -0.210; number 9, N, carries -0.348; number 10, N, carries -0.544; number 11, O, carries -0.691; number 12, H, carries 0.217; number 13, H, carries 0.212; number 14, H, carries 0.255; number 15, H, carries 0.254; number 16, H, carries 0.272; number 17, H, carries 0.215; number 18, H, carries 0.211; number 19, H, carries 0.245; number 20, H, carries 0.217; number 21, H, carries 0.247; number 22, H, carries 0.209; number 23, H, carries 0.233; number 24, H, carries 0.229; number 25, H, carries 0.252; number 26, H, carries 0.245; number 27, H, carries 0.439; number 28, H, carries 0.488